1.
Molecular formula: C4H6NO2
Method: DFT, ωB97M-V/def2-TZVPD

Computed properties:
E_LUMO   0.1376 Eh
Net charge   -1
Orbital gap   7.0 eV

Last column: Löwdin charge in e.
CARTESIAN COORDINATES (ANGSTROEM)
1 C -0.146 -0.041 1.197  -0.19
2 C -0.768 -1.143 1.722  -0.48
3 C 1.211 0.231 1.456  -0.05
4 C -0.621 0.325 -2.377  -0.04
5 N 2.315 0.599 1.407  -0.12
6 O 3.538 0.939 1.640  -0.19
7 O -0.305 -2.096 2.366  -0.11
8 H -0.844 0.741 0.763  0.08
9 H -1.914 -1.049 1.537  0.10
10 H 0.289 0.327 -3.006  0.03
11 H -0.304 0.476 -1.370  -0.03
12 H -1.392 -0.455 -2.450  0.03
13 H -1.060 1.147 -2.888  -0.01

Atomic forces in eV per Å
C -0.46 1.74 -0.53
C -1.67 -0.67 0.55
C 0.45 0.73 -0.94
C 0.40 -0.04 -1.32
N 1.19 -0.18 1.01
O -1.64 -0.26 -0.52
O -0.17 0.00 -0.19
H 1.32 -0.82 0.57
H 0.97 -0.53 0.18
H -0.27 -1.42 0.27
H -0.16 0.35 0.64
H 0.96 -0.33 -0.16
H -0.91 1.42 0.44



2.
Molecular formula: C4H2OS
Method: DFT, ωB97M-V/def2-TZVPD

Computed properties:
SMILES   O=CC#CC=S
E_LUMO   -0.0747 Eh
Orbital gap   7.5 eV

Last column: Löwdin charge in e.
CARTESIAN COORDINATES (ANGSTROEM)
1 O 2.982 0.300 -0.102  0.03
2 C 2.064 -0.533 -0.021  -0.23
3 C 0.563 -0.259 -0.078  0.09
4 C -0.640 0.097 -0.015  -0.13
5 C -1.971 0.556 -0.030  -0.73
6 S -3.347 -0.304 -0.073  0.71
7 H 2.284 -1.635 0.175  0.13
8 H -1.935 1.778 0.144  0.13

Atomic forces in eV per Å
O -3.15 -2.18 0.06
C 1.11 0.76 0.29
C -2.22 1.65 0.29
C 4.61 -1.88 -0.61
C -0.53 3.03 1.02
S 0.83 0.46 -0.13
H -0.14 1.19 -0.31
H -0.51 -3.03 -0.61



3.
Molecular formula: C2H5IN3O2
Method: DFT, ωB97M-V/def2-TZVPD

Computed properties:
E_LUMO (alpha / beta)   -0.2360 / -0.1524 Eh
Net charge   +1
Orbital gap (alpha / beta)   6.3 / 9.0 eV

Last column: Löwdin charge in e.
CARTESIAN COORDINATES (ANGSTROEM)
1 C 0.283 0.109 0.077  -0.57
2 C 1.424 -0.043 0.865  -0.43
3 N -0.860 -0.257 0.623  0.19
4 N 0.296 0.372 -1.204  0.17
5 N 2.934 -2.355 -0.253  -0.26
6 O 2.226 -3.310 -0.305  0.16
7 O 3.932 -1.838 -0.434  0.00
8 I 3.278 0.793 0.188  1.11
9 H 1.097 -0.077 1.904  0.06
10 H -1.056 -0.478 1.698  0.22
11 H -1.678 -0.257 0.139  0.08
12 H 1.111 0.469 -1.785  0.09
13 H -0.574 0.402 -1.808  0.18

Atomic forces in eV per Å
C -0.33 -1.31 -0.70
C 2.26 1.40 0.23
N 0.32 -0.61 5.31
N -1.95 0.58 -2.93
N -5.23 0.09 1.78
O 1.70 -0.24 -0.61
O 3.43 -0.85 -1.26
I -1.92 0.29 1.19
H 1.22 -0.22 0.16
H 1.26 0.82 -3.29
H -2.65 0.06 -1.93
H 0.53 0.12 0.57
H 1.34 -0.12 1.49



4.
Molecular formula: C2H3N3O
Method: DFT, ωB97M-V/def2-TZVPD

Computed properties:
E_LUMO   0.0242 Eh
Orbital gap   9.5 eV

Last column: Löwdin charge in e.
CARTESIAN COORDINATES (ANGSTROEM)
1 N -0.858 -1.141 -0.533  0.17
2 C -0.673 0.075 0.088  -0.55
3 C 0.595 0.783 -0.008  -0.10
4 N 1.724 0.188 0.052  -0.10
5 N 2.707 -0.352 0.092  0.24
6 O -0.820 -0.865 1.064  0.01
7 H -1.838 -1.333 -0.683  0.09
8 H -1.495 0.800 -0.042  0.15
9 H 0.659 1.845 -0.029  0.10

Atomic forces in eV per Å
N 0.68 -1.95 1.38
C -0.63 2.88 -0.22
C -0.32 0.93 -0.19
N 0.93 -0.93 0.00
N 0.11 -0.05 0.03
O -0.44 -1.43 -1.32
H -0.43 0.14 0.00
H 0.19 -0.13 0.36
H -0.09 0.54 -0.05